41
Properties=species:S:1:pos:R:3:forces:R:3:lowdin_spin:R:1 method="wB97M-V/def2-TZVPD" s2=8.75 e_lumo_ev="2.66 / 2.66" homo_ev="-5.2 / -5.3" total_charge=-1 multiplicity=6 de_lowest_kj_mol=8.04 largest_force_ev_per_a=0.57
Mn -1.7737 0.2293 -0.5820 0.4 0.1 -0.4 4.70
F 3.0219 4.8282 0.7752 0.0 0.0 0.0 0.00
C 2.3212 3.9332 0.0653 0.0 0.0 0.0 0.00
C 1.0171 3.6307 0.4092 0.0 0.0 0.0 0.00
F 0.4481 4.2280 1.4608 0.0 0.0 0.0 0.00
C 0.3212 2.7081 -0.3432 -0.1 -0.1 0.0 0.00
F -0.9485 2.4290 0.0393 0.0 0.2 0.1 0.03
C 0.8497 2.0419 -1.4458 0.0 0.1 0.0 0.01
S -0.0671 0.8719 -2.3566 -0.1 0.0 0.2 0.04
C 2.1694 2.3737 -1.7510 0.0 0.0 0.0 0.00
F 2.7896 1.7805 -2.7804 0.0 0.0 0.0 0.00
C 2.8935 3.2969 -1.0205 0.0 0.0 0.0 0.00
F 4.1601 3.5804 -1.3555 0.0 0.0 0.0 0.00
N -2.1137 -5.0754 -0.4993 0.0 0.0 -0.1 0.00
N -2.3980 -3.8073 -0.9803 0.0 0.0 0.0 0.00
N -3.5079 -3.5338 -1.6304 0.0 0.0 0.0 0.00
C -3.3165 -2.2515 -1.9196 0.0 -0.1 0.0 0.01
N -2.1336 -1.8156 -1.4663 -0.3 -0.1 0.2 0.03
N -1.5604 -2.8371 -0.8557 0.0 0.1 0.0 0.01
H -2.9894 -5.4641 -0.1703 0.0 0.0 0.1 0.00
H -1.4640 -4.9500 0.2703 0.0 0.0 0.0 0.00
H -4.0300 -1.6289 -2.4305 0.0 0.0 0.0 0.00
O -0.7045 -1.6856 2.9355 0.0 -0.1 0.0 0.01
C -0.3168 -0.9988 1.9998 -0.1 0.0 0.0 0.01
O -1.0885 -0.4098 1.1540 0.1 0.0 -0.1 0.07
C 1.1762 -0.7949 1.8194 0.0 0.0 0.1 0.00
C 2.0163 -1.0306 2.9037 0.0 0.0 0.0 0.00
C 3.3835 -0.8299 2.7903 0.0 0.0 0.0 0.00
C 3.9278 -0.4069 1.5832 0.0 0.0 0.0 0.00
C 3.0973 -0.1887 0.4932 0.0 0.0 0.0 0.00
C 1.7266 -0.3773 0.6150 0.0 0.0 0.0 0.00
H 1.5721 -1.3666 3.8312 0.0 0.0 0.0 0.00
H 4.0281 -1.0006 3.6443 0.0 0.0 0.0 0.00
H 4.9960 -0.2498 1.4937 0.0 0.0 0.0 0.00
H 3.5096 0.1338 -0.4556 0.0 0.0 0.0 0.00
H 1.0893 -0.2040 -0.2419 0.0 -0.1 0.0 0.00
F -3.8498 0.6065 0.0380 0.0 0.0 0.0 0.04
B -4.4778 0.9949 -1.2150 0.1 0.0 0.0 0.00
F -5.4644 0.0832 -1.5366 0.0 0.0 0.0 0.00
F -3.3871 0.8715 -2.1428 0.0 0.0 0.0 0.03
F -4.9228 2.2854 -1.1418 0.0 0.0 0.0 0.00

***

36
Properties=species:S:1:pos:R:3:forces:R:3:lowdin_spin:R:1 method="wB97M-V/def2-TZVPD" s2=1.00 e_lumo_ev="-1.15 / -1.11" homo_ev="-7.5 / -7.5" total_charge=0 multiplicity=2 largest_force_ev_per_a=0.56
Co 0.2274 0.1855 0.0853 -0.5 0.2 0.1 0.94
Cl -0.3614 6.0128 4.0861 0.0 0.0 0.0 0.00
C 0.0011 4.4462 3.4247 0.0 0.0 0.0 0.00
C -0.5803 4.0544 2.2344 0.1 0.0 0.1 0.00
C -0.2683 2.8020 1.7462 0.0 0.0 0.0 0.00
Cl -1.0102 2.3035 0.2246 0.1 -0.2 0.0 0.01
C 0.6146 1.8851 2.3525 -0.1 0.1 0.0 0.01
O 0.8950 0.7225 1.8758 0.1 0.0 0.0 0.04
C 1.1608 2.3604 3.5703 0.0 0.0 0.0 0.00
Cl 2.2470 1.3120 4.4216 0.0 0.0 0.0 0.00
C 0.8716 3.6010 4.0977 0.0 0.0 -0.1 0.00
H -1.2529 4.7078 1.6982 0.0 0.0 0.0 0.00
H 1.3249 3.9086 5.0287 0.0 0.0 0.0 0.00
N 2.0321 -3.4629 -0.2154 0.0 0.0 0.0 0.00
C 2.0383 -2.1869 -0.6128 0.0 0.0 0.0 0.00
N 0.9959 -1.5961 -0.0746 0.0 -0.1 -0.1 0.00
C 0.3821 -2.5647 0.6534 0.1 0.0 -0.1 0.00
N 0.9827 -3.7258 0.5935 0.0 0.0 0.0 0.00
C -0.8210 -2.1728 1.3821 -0.1 0.1 0.0 0.00
C -1.5381 -2.9874 2.2413 0.0 0.0 0.0 0.00
N -2.6071 -2.5395 2.8880 0.0 0.0 0.0 0.00
C -2.9477 -1.2752 2.6832 0.0 0.0 0.0 0.00
C -2.2386 -0.4416 1.8264 0.0 0.0 0.0 0.00
N -1.1804 -0.8954 1.1677 0.2 -0.1 0.0 0.01
H 2.6893 -4.1911 -0.4416 0.0 0.0 0.0 0.00
H 2.7691 -1.7227 -1.2556 0.0 0.0 0.0 0.00
H -1.2354 -4.0133 2.4073 0.0 0.0 0.0 0.00
H -3.8133 -0.9005 3.2142 0.0 0.0 0.0 0.00
H -2.5133 0.5922 1.6699 0.0 0.0 0.0 0.00
Cl 4.0688 0.5315 -2.6270 0.0 0.0 0.0 0.00
C 3.0453 1.9795 -2.4338 0.0 0.0 0.0 0.00
Cl 2.1010 2.2780 -3.9022 0.0 0.0 0.0 0.00
C 2.1072 1.8434 -1.2223 -0.1 0.2 0.0 0.00
O 2.1277 2.7196 -0.3862 0.0 0.0 0.1 0.00
O 1.3679 0.7915 -1.2618 0.2 -0.2 0.0 0.00
H 3.7122 2.8192 -2.2845 0.0 0.0 0.0 0.00

***

32
Properties=species:S:1:pos:R:3:forces:R:3:nbo_charge:R:1 method="wB97M-V/def2-TZVPD" e_lumo_ev=-0.25 homo_ev=-9.2 total_charge=0 smiles="Cc1c(Cl)cccc1Oc1ccc(S(=O)(=O)C(F)(F)F)cc1Br" de_lowest_kj_mol=0.00 largest_force_ev_per_a=4.87
C 2.4612 -0.5622 -3.3751 -0.8 1.5 0.5 -0.66
C 2.4959 -1.1696 -1.9938 0.3 0.4 -0.9 0.01
C 3.7106 -1.6997 -1.5119 -1.1 0.1 0.8 -0.05
Cl 5.1747 -1.5713 -2.4501 -0.3 -0.2 0.3 0.01
C 3.7488 -2.2779 -0.2449 1.7 -0.8 -0.3 -0.23
C 2.6127 -2.4441 0.5121 -0.7 0.7 -0.8 -0.19
C 1.4166 -1.9482 0.0209 -0.6 0.8 -0.6 -0.26
C 1.3369 -1.2532 -1.2154 2.0 -1.3 1.7 0.26
O 0.1805 -0.7236 -1.6776 -1.4 0.9 0.1 -0.48
C -0.6184 0.0228 -0.8110 1.0 -0.9 0.0 0.28
C -0.0754 0.9133 0.1166 -0.9 -0.1 -0.2 -0.20
C -0.9287 1.6199 0.9441 0.3 0.8 0.0 -0.19
C -2.3122 1.4797 0.8440 -0.2 -0.8 1.1 -0.32
S -3.3894 2.5261 1.8732 -1.2 2.8 -3.8 2.02
O -4.7652 2.4285 1.3705 1.8 -1.2 1.7 -0.88
O -2.8582 3.8843 1.7281 0.1 -1.9 1.4 -0.89
C -3.1709 1.9201 3.6381 0.5 -1.5 1.5 0.76
F -3.3875 0.5617 3.6930 0.5 1.7 -0.4 -0.32
F -1.8575 2.1514 4.0045 -2.1 -0.2 -0.5 -0.31
F -4.0279 2.4577 4.5257 1.2 0.0 -1.2 -0.28
C -2.8508 0.4926 0.0174 -0.1 0.7 -0.2 -0.18
C -1.9835 -0.1965 -0.8281 -0.9 -0.3 0.0 -0.12
Br -2.7565 -1.5309 -1.9334 0.3 0.2 0.0 0.10
H 1.7269 0.2925 -3.4882 0.6 -1.2 0.2 0.23
H 3.4197 -0.1521 -3.6330 0.5 0.2 0.0 0.23
H 2.2651 -1.3212 -4.0998 -0.4 -0.5 -0.6 0.23
H 4.7010 -2.6993 0.1214 -0.5 0.4 -0.3 0.23
H 2.6400 -2.8982 1.4810 0.1 -0.3 0.3 0.22
H 0.5206 -2.0421 0.6139 -0.2 0.0 0.1 0.22
H 0.9793 1.0615 0.1979 0.5 0.0 -0.1 0.24
H -0.4793 2.3575 1.6094 -0.3 -0.2 -0.1 0.25
H -3.9293 0.3206 -0.0494 0.4 0.1 0.2 0.27

***

40
Properties=species:S:1:pos:R:3:forces:R:3:nbo_charge:R:1 method="wB97M-V/def2-TZVPD" e_lumo_ev=2.01 homo_ev=-5.6 total_charge=-1 de_lowest_kj_mol=0.00 largest_force_ev_per_a=0.70
Ga 0.4218 -0.1862 1.2170 -0.2 -0.1 -0.3 1.69
O 0.1455 -0.1135 -4.2638 -0.2 0.4 0.6 -0.71
C 0.8931 -1.1857 -3.9474 0.2 -0.2 0.2 0.43
C 1.3817 -1.9485 -5.0086 0.0 0.0 0.0 -0.32
C 2.1744 -3.0532 -4.7705 0.0 0.0 0.0 -0.18
C 2.5001 -3.4270 -3.4708 0.0 0.0 0.0 -0.27
C 2.0106 -2.6855 -2.4140 0.0 0.0 0.0 -0.12
C 1.2008 -1.5686 -2.6243 -0.1 0.1 -0.1 -0.24
C 0.7212 -0.8379 -1.4282 -0.1 0.1 0.0 0.61
O 0.9527 -1.3484 -0.2762 0.0 0.0 0.0 -0.78
N 0.0872 0.3073 -1.5999 0.0 0.0 -0.3 -0.48
N -0.2448 0.8642 -0.3820 0.0 -0.1 0.0 -0.41
C -0.8890 1.9715 -0.3803 0.0 0.0 0.0 0.17
C -1.2845 2.6877 0.8060 0.0 0.0 0.0 -0.25
C -2.0021 3.8820 0.6317 0.0 0.0 0.0 -0.14
C -2.4256 4.6350 1.7002 0.0 0.0 0.0 -0.29
C -2.1270 4.1867 2.9926 0.0 0.0 0.0 -0.17
C -1.4245 3.0233 3.1964 0.0 0.0 0.0 -0.30
C -0.9774 2.2367 2.1142 0.0 0.0 0.0 0.49
O -0.3043 1.1495 2.3757 0.0 0.0 0.1 -0.85
H -0.0782 0.3496 -3.4132 0.1 -0.2 -0.3 0.51
H 1.1279 -1.6412 -6.0147 0.0 0.0 0.0 0.21
H 2.5499 -3.6272 -5.6093 0.0 0.0 0.0 0.20
H 3.1348 -4.2831 -3.2867 0.0 0.0 0.0 0.21
H 2.2576 -2.9409 -1.3922 0.0 0.0 0.0 0.25
H -1.1489 2.3998 -1.3479 0.0 0.0 0.0 0.19
H -2.2200 4.2041 -0.3811 0.0 0.0 0.0 0.20
H -2.9781 5.5518 1.5463 0.0 0.0 0.0 0.21
H -2.4549 4.7636 3.8493 0.0 0.0 0.0 0.20
H -1.1953 2.6667 4.1918 0.0 0.0 0.0 0.22
F -0.5160 -3.5711 3.4634 0.0 0.0 0.0 -0.62
Te -1.4559 -1.9700 3.4003 0.1 -0.2 -0.3 3.48
F -0.0394 -1.1654 4.3040 -0.2 0.1 0.0 -0.61
F -2.8915 -2.9300 2.7136 0.0 0.1 0.0 -0.62
F -2.5901 -0.5059 3.5636 0.2 0.1 0.1 -0.61
F -2.0860 -2.4412 5.0867 0.0 0.0 0.0 -0.61
O -0.8382 -1.5429 1.7397 0.2 0.1 0.4 -1.20
Se 2.6580 0.3774 1.9337 0.0 -0.1 0.2 -0.14
C 3.6377 -0.7936 0.9023 0.0 0.0 0.0 0.05
N 4.3164 -1.4901 0.2825 0.0 0.0 0.0 -0.41